The following is a DFT calculation (ωB97M-V with the def2-TZVPD basis set) of C10H18N4O5 as an isolated structure in a non-equilibrium geometry.

Calculated values
total charge: 0
HOMO-LUMO gap: 10.0 eV
highest occupied orbital energy: -0.347 Eh
max |F|: 7.6 eV Å⁻¹
calculated total energy: -26852.714 eV

Last column: natural (NBO) charge in e.
Cartesian coordinates (Å):
C  -1.25031  -2.08258  -0.55830  -0.116
C  0.20005  -1.36396  -0.02016  0.698
C  -2.27449  -1.48777  0.31601  -0.407
C  -3.58260  -1.61793  -0.22088  -0.504
C  -4.69404  -0.88823  0.43636  0.658
C  1.66813  0.41071  0.17624  -0.228
C  1.53839  0.72088  1.59985  0.820
C  2.33848  1.57340  -0.54515  -0.383
C  3.93574  1.87661  -0.47266  -0.512
C  4.17234  3.04388  -1.43579  0.679
H  -0.24102  -4.35868  -0.26531  0.402
H  -1.77091  -3.72472  0.89252  0.355
H  -1.36258  -1.87902  -1.58798  0.214
H  -2.07288  -2.12675  1.40456  0.197
H  -2.13912  -0.42382  0.46089  0.252
H  -4.05671  -2.71156  -0.33230  0.213
H  -3.55792  -1.36820  -1.32695  0.246
H  -6.19341  -2.26310  -0.21782  0.402
H  -6.64094  -0.80921  0.51940  0.400
H  -0.26111  0.84804  -0.61697  0.437
H  2.31662  -0.44975  -0.16235  0.267
H  1.99229  1.51263  -1.54713  0.224
H  1.83494  2.59274  -0.10133  0.198
H  4.45351  1.80579  0.80242  0.255
H  4.48217  0.91837  -1.03477  0.247
H  3.82093  5.29286  -1.56509  0.398
H  3.36746  4.62933  -0.01292  0.401
H  2.33889  0.07393  3.44648  0.497
N  -1.34002  -3.58342  -0.29310  -0.869
N  -5.88384  -1.29501  -0.04890  -0.811
N  0.35721  0.04379  -0.31779  -0.668
N  3.89846  4.38997  -0.79807  -0.880
O  1.13244  -1.94768  0.47456  -0.590
O  -4.53306  0.24857  1.04457  -0.625
O  0.70882  1.65520  1.98431  -0.580
O  4.70010  2.72888  -2.53237  -0.569
O  2.59799  0.01580  2.45592  -0.722